This record from the Open Molecules 2025 dataset describes C14H31FLiNO14 as an isolated structure at a distorted geometry. The level of theory is ωB97M-V/def2-TZVPD.

The geometry in XYZ format:
```
62
Properties=species:S:1:pos:R:3:forces:R:3:lowdin_charge:R:1
Li -23.437560 -8.325740 17.013730 5.4 -2.2 -3.8 0.57
N -26.194590 -7.779390 17.019980 3.2 3.4 -1.6 0.11
H -25.776380 -7.654360 17.930790 -0.2 -0.1 -1.8 0.03
H -27.061080 -8.279060 17.160100 6.1 3.4 1.1 -0.21
H -25.541390 -8.315280 16.466580 0.5 -1.0 -0.4 -0.09
H -26.279340 -6.907500 16.517260 -0.6 -1.0 0.6 0.07
C -24.801600 -10.157700 15.425360 1.0 0.4 1.2 -0.19
O -24.544330 -8.882410 16.020240 1.7 -5.0 -6.0 -0.36
H -25.300710 -10.808910 16.142940 -0.5 -0.1 0.4 0.06
H -25.407360 -10.219390 14.521290 0.4 0.2 -0.1 0.04
H -23.899650 -10.738640 15.232750 0.5 0.2 -0.3 0.07
C -24.399120 -7.503820 19.322210 0.6 -1.1 -0.2 -0.22
O -24.326330 -7.801900 17.941720 1.5 3.6 10.1 -0.47
H -23.826260 -8.231440 19.897100 0.0 -0.1 0.4 0.09
H -24.140310 -6.508670 19.683870 1.0 0.2 -0.2 0.07
H -25.429730 -7.522100 19.676640 -0.2 -0.6 0.3 0.06
C -29.678480 -7.449560 16.792260 -1.3 4.8 -1.4 -0.08
C -29.632540 -6.207700 17.680490 0.5 -2.0 0.9 -0.41
O -30.543320 -6.529130 18.668270 -0.6 -1.2 2.2 0.16
C -30.794840 -7.871510 18.656790 -1.4 0.4 2.1 -0.53
O -31.455380 -8.448920 19.486960 0.9 0.7 -1.2 0.16
O -30.213770 -8.410440 17.609230 -0.2 -2.4 0.0 0.10
F -30.151100 -5.161300 17.121630 -0.9 2.7 -1.9 0.13
H -28.662960 -7.578810 16.417950 -2.5 0.6 -0.7 0.08
H -30.446500 -7.099330 16.102630 0.0 -0.6 -0.8 0.16
H -28.623440 -6.037770 18.055930 -1.3 0.2 0.3 0.10
C -27.606180 -2.415790 16.800260 -0.7 1.4 0.0 -0.05
O -28.088490 -3.733420 16.832700 0.8 -2.1 0.3 -0.01
C -27.255870 -4.806800 16.927410 0.7 0.0 -2.1 -0.47
O -27.549010 -5.905480 16.435020 0.3 4.7 0.1 0.07
O -26.073410 -4.475580 17.475630 -2.0 1.6 -0.8 0.03
C -25.109100 -5.444240 17.692080 1.5 -1.5 0.2 -0.07
H -28.517510 -1.818990 16.837950 -0.1 0.0 0.0 0.10
H -27.168950 -2.170600 15.832380 0.5 -0.3 0.1 0.10
H -27.013710 -2.078280 17.650670 0.3 -0.5 -0.1 0.10
H -25.360780 -5.995150 18.598310 -0.2 1.0 -0.7 0.05
H -24.094980 -5.056760 17.789630 -0.3 0.9 0.3 0.13
H -24.958100 -6.207620 16.928830 -0.3 1.2 -0.1 0.10
C -27.440850 -9.119130 14.171640 0.4 0.9 -0.3 -0.01
O -27.727000 -10.123920 15.148260 -1.3 0.1 1.0 -0.01
C -27.982190 -9.845170 16.464100 1.2 -0.9 -1.4 -0.35
O -27.907510 -8.710120 16.952520 -10.7 -13.9 -3.4 0.05
O -28.117970 -11.020410 17.152970 -0.1 2.1 -0.5 -0.01
C -27.896750 -12.274980 16.511370 0.6 -0.9 0.5 -0.03
H -27.718900 -9.454150 13.172360 -0.1 -0.6 0.3 0.10
H -26.361600 -8.968230 14.195120 -0.4 0.6 -0.1 0.07
H -27.967410 -8.170170 14.273080 -0.1 -0.1 0.7 0.10
H -26.902720 -12.339000 16.068760 -0.2 0.3 -0.4 0.09
H -28.685200 -12.608060 15.836460 0.0 0.5 -0.1 0.10
H -27.845360 -12.982720 17.338760 -0.3 0.1 0.1 0.10
C -27.509710 -5.108980 20.293530 -0.2 -0.9 -1.3 0.04
O -27.660240 -6.525110 20.679200 -0.1 0.5 0.6 0.03
C -27.666750 -7.516670 19.787480 -1.0 -0.9 -1.5 -0.43
O -27.380600 -7.389840 18.573350 -3.6 1.0 8.9 -0.01
O -28.126980 -8.678190 20.436620 1.3 2.1 0.2 0.00
C -28.161320 -9.951160 19.728810 0.4 1.9 -1.6 0.01
H -28.145470 -4.436960 20.869990 0.2 -0.7 0.7 0.11
H -27.888970 -4.968300 19.281370 0.2 -0.2 0.1 0.07
H -26.461010 -4.811810 20.290240 -0.1 -0.2 0.3 0.10
H -28.843860 -9.691150 18.919720 -0.1 -1.2 0.2 0.07
H -28.435070 -10.818890 20.328980 -0.2 0.7 0.4 0.11
H -27.174730 -10.105590 19.291900 0.0 -0.2 0.1 0.10
```
Positions in Å, forces in eV/Å.

Calculated values
multiplicity	1
total charge	0
E_LUMO	0.1	eV

---

This record from the Open Molecules 2025 dataset describes a 2-piece molecular cluster, C2H7ClOSi overall at a distorted geometry. The level of theory is ωB97M-V/def2-TZVPD.

The geometry in XYZ format:
```
12
Properties=species:S:1:pos:R:3:forces:R:3:lowdin_charge:R:1
C 0.498982 0.087316 1.600091 1.0 -1.2 -2.9 -0.18
C 0.366681 -0.182908 -1.590802 -0.7 0.4 0.4 -0.15
O -1.488286 1.764604 -0.209764 -4.2 2.7 -0.9 -0.27
Si -0.336598 0.798320 -0.005178 7.2 -2.3 0.6 0.50
Cl -3.656937 -0.119447 0.027221 -0.3 -0.4 -0.1 0.28
H 0.644546 0.852652 2.263532 0.4 2.1 1.5 -0.03
H -0.110486 -0.617984 2.066705 -0.8 -1.6 0.8 -0.01
H 1.534403 -0.316340 1.278587 -1.9 0.5 0.4 0.07
H -0.117434 0.195595 -2.475088 -0.3 0.0 -0.3 0.01
H 1.443300 0.061352 -1.687035 -0.7 -0.5 0.5 0.04
H 0.041176 -1.206360 -1.380766 0.6 0.0 -0.3 0.03
H -2.774223 0.670316 -0.511549 -0.4 0.2 0.2 -0.29
```
Positions in Å, forces in eV/Å.

Calculated values
expectation value of S²	2.011
multiplicity	3
total charge	0
E_LUMO (alpha / beta)	0.3 / -4.2	eV

---

This record from the Open Molecules 2025 dataset describes a 6-piece molecular cluster, C45H33NO23S2 overall at a distorted geometry. The level of theory is ωB97M-V/def2-TZVPD.

The geometry in XYZ format:
```
104
Properties=species:S:1:pos:R:3:forces:R:3:lowdin_charge:R:1
C -4.639269 4.163120 -2.065895 -0.4 0.1 0.2 -0.13
S -2.954961 3.716967 -2.280291 1.3 1.3 -0.4 0.61
O -2.499421 4.443127 -3.443478 -0.4 -0.4 -0.4 -0.32
O -2.232310 4.057447 -1.080729 -0.4 -0.7 0.5 -0.33
C -2.795670 1.986694 -2.673182 -0.2 -0.2 -0.3 -0.28
C -2.552477 1.716064 -4.015425 0.0 0.1 -0.1 -0.06
C -2.342004 0.417624 -4.435344 -0.1 -0.2 0.2 -0.05
C -2.376819 -0.608242 -3.512499 0.0 0.0 0.2 0.00
C -2.645665 -0.374729 -2.164317 0.0 -0.1 -0.8 -0.27
C -2.872300 0.935916 -1.751980 0.1 0.2 0.8 -0.41
S -3.281930 1.253111 -0.060762 0.0 0.0 0.1 1.09
C -2.548844 -0.144290 0.744037 -0.1 0.7 -0.3 -0.42
C -2.219088 -0.017695 2.088069 0.1 -0.7 -0.2 -0.05
C -1.712863 -1.118010 2.776032 -0.1 0.3 0.2 -0.21
C -1.381315 -0.958922 4.256012 0.1 -0.3 -0.6 -0.10
C -1.612906 -2.252530 4.995858 0.6 0.5 -0.1 -0.29
O -2.707834 -2.629897 5.270712 -0.9 -0.5 0.3 0.08
C -1.530611 -2.319757 2.098356 -0.1 0.5 -0.1 -0.02
C -1.853396 -2.410281 0.752105 0.3 -0.3 0.4 -0.01
C -2.363932 -1.328933 0.053747 0.0 -0.5 0.3 -0.26
N -2.713856 -1.506679 -1.309851 -0.1 0.5 0.1 0.08
H -5.135916 3.608199 -1.283408 0.0 -0.3 0.1 0.04
H -5.178798 4.122457 -3.003711 0.0 -0.3 -0.2 0.08
H -4.581596 5.205483 -1.766044 0.2 0.2 0.1 0.08
H -2.509733 2.527668 -4.722613 0.0 0.1 0.0 0.11
H -2.150873 0.177745 -5.467408 0.0 0.1 -0.2 0.11
H -2.217797 -1.623346 -3.841466 0.1 -0.2 0.1 0.12
H -2.386134 0.915360 2.601909 0.0 0.2 0.0 0.11
H -2.045230 -0.205273 4.663111 0.0 0.1 0.2 0.12
H -0.346854 -0.637282 4.358082 0.1 0.1 0.1 0.12
H -0.729247 -2.848301 5.276612 0.2 -0.1 0.0 0.12
H -1.137358 -3.178712 2.616200 0.0 -0.2 0.0 0.11
H -1.714956 -3.363475 0.265047 0.0 0.0 -0.3 0.12
H -3.579314 -2.017273 -1.424325 0.0 -0.1 0.0 0.14
O 0.894018 2.219326 -3.398342 0.2 -0.1 -0.1 0.11
C 1.560883 2.977559 -2.715561 -0.3 0.2 0.2 -0.30
C 1.010040 4.013767 -1.869640 -0.1 -0.1 -0.1 0.09
C 1.833646 4.810043 -1.170766 -0.3 0.0 0.0 -0.22
O 1.397099 5.772566 -0.371816 0.2 0.0 -0.1 0.13
C 3.330025 4.654899 -1.235606 0.2 -0.2 -0.2 -0.29
O 4.017212 5.433000 -0.596676 0.0 0.0 0.0 0.09
C 3.882009 3.590579 -2.057225 0.1 0.1 0.1 0.08
C 3.055719 2.804282 -2.757271 0.2 -0.1 0.0 -0.23
O 3.472954 1.809500 -3.532317 0.0 -0.1 -0.1 0.10
H -0.065890 4.113074 -1.829265 0.0 0.1 0.1 0.10
H 2.181482 6.171441 0.052141 0.0 0.0 0.1 0.09
H 4.956721 3.476053 -2.082814 0.0 0.0 0.0 0.13
H 2.665107 1.414547 -3.919939 -0.1 0.0 0.1 0.12
O 4.196367 -4.348109 1.281181 -0.1 -0.1 0.0 0.09
C 3.787980 -3.602182 0.406523 0.3 0.2 -0.2 -0.29
C 4.640127 -2.676161 -0.315429 0.0 -0.1 0.2 0.08
C 4.116358 -1.883065 -1.261226 0.3 0.0 0.1 -0.23
O 4.844318 -1.018852 -1.954074 -0.3 0.0 -0.1 0.12
C 2.648445 -1.929202 -1.600371 -0.5 -0.1 0.0 -0.31
O 2.219746 -1.172957 -2.453973 0.4 0.1 -0.1 0.11
C 1.802664 -2.870562 -0.895841 0.0 0.0 0.0 0.08
C 2.322722 -3.661850 0.054286 -0.3 0.0 0.0 -0.23
O 1.612637 -4.539811 0.743891 0.3 0.4 0.1 0.10
H 5.690367 -2.657472 -0.060939 0.0 0.0 0.0 0.14
H 4.233485 -0.564591 -2.567761 0.0 0.1 0.0 0.11
H 0.756029 -2.892749 -1.166154 0.0 0.0 0.0 0.13
H 2.233407 -4.972952 1.367315 -0.2 -0.2 -0.2 0.08
O 4.335032 -11.689131 2.832540 -0.2 -0.1 0.0 0.11
C 3.967195 -10.571625 2.523655 0.4 0.2 0.0 -0.31
C 4.862183 -9.450797 2.304431 0.0 -0.2 0.0 0.08
C 4.358694 -8.250090 1.983476 0.4 0.0 0.0 -0.23
O 5.118942 -7.183424 1.776606 -0.3 -0.1 0.0 0.12
C 2.875624 -8.029817 1.839987 -0.1 -0.2 0.0 -0.29
O 2.505391 -6.905405 1.554421 0.0 -0.1 0.1 0.09
C 1.980398 -9.150654 2.038414 -0.1 0.2 0.0 0.08
C 2.486471 -10.349469 2.360088 -0.3 0.1 0.0 -0.23
O 1.737282 -11.423122 2.559620 0.1 0.0 0.0 0.12
H 5.923278 -9.624109 2.412457 0.0 0.0 0.0 0.14
H 4.530687 -6.425597 1.578678 0.1 0.1 0.0 0.09
H 0.919973 -8.979714 1.918993 0.0 0.0 0.0 0.14
H 2.355144 -12.146804 2.781873 0.0 0.0 0.0 0.12
O 3.187975 6.243521 1.978608 0.0 0.0 0.0 0.10
C 3.878041 7.002410 2.633635 -0.2 0.2 0.3 -0.29
C 3.343353 8.049099 3.485863 -0.1 -0.1 -0.1 0.08
C 4.181464 8.833630 4.176012 -0.3 0.0 0.0 -0.24
O 3.771384 9.806418 4.979155 0.1 0.0 0.0 0.12
C 5.675120 8.668846 4.095920 0.3 -0.3 -0.2 -0.32
O 6.359655 9.437296 4.746450 -0.1 0.1 0.1 0.10
C 6.208959 7.615110 3.255627 0.1 0.1 0.1 0.07
C 5.373110 6.827773 2.561284 0.3 0.0 -0.1 -0.23
O 5.793251 5.859975 1.763178 -0.2 0.0 0.1 0.12
H 2.269210 8.156638 3.540157 0.0 0.0 0.0 0.14
H 4.581297 10.210943 5.346175 0.0 0.0 0.0 0.12
H 7.282585 7.501558 3.210587 0.0 0.0 0.0 0.14
H 5.001746 5.477741 1.332753 0.0 0.0 -0.2 0.09
O -9.106642 -2.028780 -3.869290 0.1 -0.1 -0.1 0.11
C -8.532321 -1.199539 -3.190559 -0.3 0.2 0.2 -0.31
C -9.208361 -0.237551 -2.336376 -0.1 -0.1 -0.1 0.08
C -8.487945 0.647885 -1.635524 -0.3 0.0 0.0 -0.23
O -9.033472 1.553638 -0.832534 0.2 0.0 0.0 0.12
C -6.986440 0.682914 -1.707799 0.4 -0.2 -0.2 -0.30
O -6.401288 1.529763 -1.056164 -0.3 0.2 0.0 0.07
C -6.308397 -0.288678 -2.544587 0.1 0.1 0.1 0.09
C -7.028180 -1.177445 -3.242257 0.3 0.0 0.0 -0.23
O -6.481923 -2.097006 -4.026744 -0.1 0.0 0.0 0.12
H -10.287680 -0.271087 -2.294376 0.0 0.0 0.0 0.14
H -8.293101 2.060443 -0.449071 0.0 0.0 0.0 0.12
H -5.227112 -0.258148 -2.579141 0.0 0.0 -0.1 0.12
H -7.224982 -2.601090 -4.411711 0.0 0.0 0.0 0.12
```
Positions in Å, forces in eV/Å.

Calculated values
SMILES	CS(=O)(=O)c1cccc2c1Sc1cc(CC=O)ccc1N2.O=C1C=C(O)C(=O)C=C1O.O=C1C=C(O)C(=O)C=C1O.O=C1C=C(O)C(=O)C=C1O.O=C1C=C(O)C(=O)C=C1O.O=C1C=C(O)C(=O)C=C1O
multiplicity	1
total charge	0
E_LUMO	-1.7	eV

---

| no. | M (g mol⁻¹) | electronic energy (eV) |
| --- | --- | --- |
| 1 | 463.33 | -48082.9050 |
| 2 | 110.62 | -24630.7495 |
| 3 | 1019.88 | -117450.6775 |